18
Properties=species:S:1:pos:R:3:forces:R:3 method="wB97M-V/def2-TZVPD" max_force_ha_per_bohr=0.0679 lumo_energy_ev=0.037 charge=0 energy_ha=-458.6176
O -9.417000 -16.267000 11.601000 1.00 -0.52 0.33
H -9.830000 -15.972000 12.429000 -0.34 0.00 -0.23
H -8.650000 -16.787000 11.918000 -0.57 0.39 -0.43
O -12.917000 -16.770000 12.108000 -0.38 -1.03 -1.95
H -12.394000 -16.779000 12.901000 0.75 -0.14 0.32
H -12.511000 -17.394000 11.440000 -0.45 1.18 1.50
O -7.182000 -17.208000 15.123000 0.52 -2.14 -1.66
H -7.827000 -16.652000 15.464000 -2.44 1.60 0.37
H -6.483000 -16.963000 15.677000 2.20 0.13 1.03
O -10.983000 -15.605000 13.731000 0.93 -2.55 0.09
H -11.386000 -14.784000 13.707000 -1.73 2.94 -0.73
H -10.402000 -15.514000 14.469000 0.85 -0.31 1.11
O -8.595000 -14.956000 15.572000 -0.12 -0.13 1.55
H -8.269000 -14.723000 16.469000 -0.45 -0.10 -0.84
H -8.463000 -14.178000 15.047000 0.23 0.66 -0.54
O -12.036000 -13.098000 12.983000 1.31 0.21 -1.45
H -12.909000 -12.801000 13.187000 -0.91 0.31 0.03
H -11.851000 -12.834000 12.040000 -0.42 -0.52 1.52

24
Properties=species:S:1:pos:R:3:forces:R:3 method="wB97M-V/def2-TZVPD" max_force_ha_per_bohr=0.1127 lumo_energy_ev=0.471 charge=0 energy_ha=-442.7687
C -1.977799 -0.757318 1.264374 0.08 0.05 -0.18
C -2.001868 0.163478 0.063500 1.98 -0.27 -1.05
N -1.973786 1.564493 0.306904 0.07 -0.60 0.27
C -0.691787 -0.233506 -1.042510 -5.77 -0.58 -0.14
O -0.649614 -1.370826 -1.457381 1.49 0.62 0.70
O -0.537112 0.843311 -1.846962 1.35 0.53 -1.19
H -1.881067 -1.785861 0.922560 -0.05 -0.08 0.03
H -1.114613 -0.542395 1.896067 0.02 0.08 0.08
H -2.884006 -0.651148 1.862447 0.02 0.00 -0.02
H -2.832197 -0.081276 -0.603039 -0.01 0.00 0.06
H -2.744292 2.145097 0.009168 0.44 -0.05 0.54
H -1.301243 1.833546 1.015331 -0.67 0.55 -0.25
H -1.375048 1.228061 -2.161505 0.46 -0.34 0.72
C 1.930907 -1.313389 0.622330 -0.12 0.02 0.02
C 1.648272 0.143456 0.307209 -2.06 -0.19 0.43
C 2.397671 0.638503 -0.914278 -0.84 0.01 -0.43
H 1.589296 -1.566562 1.626211 -0.10 -0.11 -0.03
H 1.412857 -1.938871 -0.105706 0.06 -0.17 0.04
H 2.998408 -1.536966 0.576078 0.03 0.06 -0.06
H 1.922139 0.768147 1.161662 -0.36 0.04 0.05
H 0.333396 0.182802 0.222983 3.88 0.40 0.28
H 3.469893 0.443700 -0.853517 -0.05 0.00 0.28
H 2.030064 0.119891 -1.800412 0.06 0.01 -0.12
H 2.231530 1.703634 -1.071513 0.08 0.01 -0.04

16
Properties=species:S:1:pos:R:3:forces:R:3 method="wB97M-V/def2-TZVPD" max_force_ha_per_bohr=0.0766 lumo_energy_ev=3.493 charge=-1 energy_ha=-679.8394
I 0.005557 -0.068823 -0.130863 0.36 0.56 0.53
O -1.421868 -0.900026 2.223802 -1.66 -0.65 1.47
H -1.079304 -1.767988 2.010407 0.15 -0.06 -0.13
H -0.786861 -0.291780 1.845611 -0.26 -0.32 0.46
O -2.712505 0.063139 -0.596234 -3.26 0.21 -0.67
H -1.756397 0.042527 -0.555353 -0.95 0.11 -0.43
H -2.995724 -0.183091 0.284323 0.03 -0.12 0.29
O 0.945203 0.659196 2.386977 1.39 0.69 2.65
H 0.499328 1.372673 2.843455 -0.03 0.24 0.31
H 0.436265 0.531366 1.586434 0.48 0.70 0.08
O 1.554860 -1.165183 -2.055380 2.18 -2.20 -2.43
H 0.882607 -1.609604 -2.571907 -0.13 -0.07 -0.14
H 1.067432 -0.705460 -1.371798 0.93 -0.90 -0.97
O 1.566578 1.451322 -2.269384 0.46 1.50 -1.05
H 1.319837 0.879588 -1.542425 0.08 0.30 0.05
H 2.474992 1.692144 -2.087664 0.21 0.01 -0.02

17
Properties=species:S:1:pos:R:3:forces:R:3 method="wB97M-V/def2-TZVPD" max_force_ha_per_bohr=0.0233 lumo_energy_ev=0.483 charge=0 energy_ha=-434.2911
C -1.646514 -0.162339 -1.554404 -0.22 0.04 0.10
C -1.107080 -0.717186 -0.260579 0.79 -0.35 -0.55
N -1.604404 -1.686892 0.394231 -0.18 0.15 0.15
H -2.480274 -2.042262 -0.013011 0.09 0.05 -0.07
H 0.386969 -0.716890 -0.094539 -0.98 0.31 0.08
H -1.778859 0.920217 -1.473259 -0.02 -0.02 -0.02
H -0.930350 -0.326236 -2.364936 -0.01 -0.04 0.08
H -2.605689 -0.612840 -1.832821 0.03 0.00 0.00
C 1.344322 0.620547 1.063424 0.18 -0.20 -1.17
N 0.163180 0.720277 1.713000 -0.87 -0.10 -0.33
O 2.591275 -0.446160 -0.601825 -0.26 0.24 0.26
O 2.100978 1.719843 0.858531 -0.07 -0.31 0.20
N 1.537182 -0.437525 0.316354 0.64 0.17 0.40
H 2.845338 0.479101 -0.755346 -0.04 -0.06 0.04
H 1.741000 2.424306 1.416649 -0.03 -0.07 -0.01
H -0.560754 0.319915 0.838624 0.84 0.23 0.82
H 0.003680 -0.055878 2.349907 0.11 -0.02 0.01

18
Properties=species:S:1:pos:R:3:forces:R:3 method="wB97M-V/def2-TZVPD" max_force_ha_per_bohr=0.0091 lumo_energy_ev=1.093 charge=0 energy_ha=-327.0590
C -0.120788 0.645338 1.711463 -0.01 -0.22 -0.10
N -0.192897 -0.477565 1.134668 -0.05 0.39 0.23
C -1.354760 -0.814135 0.315393 -0.12 -0.07 -0.08
C -2.216930 0.322416 -0.227595 0.01 0.06 0.04
H -0.882683 1.431805 1.657083 0.07 -0.11 -0.08
H 0.764652 0.864448 2.313466 -0.13 -0.05 -0.04
H -0.973413 -1.399981 -0.528671 -0.05 0.06 0.14
H -1.956471 -1.504644 0.920543 0.07 0.06 -0.10
H -3.049985 -0.101764 -0.797470 0.13 0.05 0.07
H -1.630140 0.950225 -0.906833 -0.10 -0.06 0.14
H -2.648339 0.950674 0.558944 0.04 -0.12 -0.09
C 2.485411 -0.622745 -0.756254 -0.04 -0.06 -0.08
C 1.459726 0.420019 -1.097058 -0.11 -0.06 -0.16
O 0.601607 0.291978 -1.939289 0.37 0.07 0.28
H 2.439495 -1.443703 -1.474820 0.03 0.09 0.10
H 2.260884 -1.001427 0.248134 0.04 0.08 -0.14
H 3.487507 -0.180315 -0.739279 -0.14 -0.04 -0.01
H 1.520486 1.353936 -0.497735 -0.01 -0.07 -0.13

154
Properties=species:S:1:pos:R:3:forces:R:3 method="wB97M-V/def2-TZVPD" multiplicity=2 max_force_ha_per_bohr=0.0949 lumo_energy_ev="-2.589 / -7.897" charge=+1 energy_ha=-2791.5202
C 19.595610 2.488630 -8.754660 -0.09 0.31 -0.27
O 20.674120 1.874690 -9.394460 0.17 -0.25 0.66
C 21.298860 0.925850 -8.504730 0.32 0.22 -2.83
C 22.346370 0.237930 -9.414360 1.02 0.98 1.77
N 23.505170 1.152140 -9.683620 -1.36 -0.48 0.64
C 24.439720 0.566980 -10.593050 1.51 0.42 -0.24
C 25.603730 1.578700 -10.862950 -1.18 0.71 -1.00
O 25.186130 2.786720 -11.572590 -0.02 -0.03 0.31
C 24.729200 2.571280 -12.902290 -0.39 -1.11 0.41
H 19.867180 2.863120 -7.767690 0.02 -0.02 0.25
H 18.788230 1.761070 -8.671610 -0.42 0.11 0.19
H 19.293260 3.350220 -9.349930 -0.18 -0.07 -0.09
H 20.595980 0.157320 -8.183130 -0.35 0.06 0.18
H 21.703270 1.480470 -7.658000 0.35 -0.29 0.07
H 21.961380 -0.197610 -10.336420 -0.59 0.13 -0.03
H 22.650380 -0.584260 -8.766530 0.73 -0.28 -0.30
H 23.162320 1.922000 -10.240280 -0.53 0.59 0.40
H 23.904870 0.300850 -11.504760 0.35 -0.27 -0.56
H 24.889090 -0.332500 -10.172210 0.00 -0.13 0.04
H 26.389230 1.144530 -11.481480 0.14 -0.38 0.22
H 25.990080 1.987730 -9.929400 0.04 -0.39 0.03
H 23.648730 2.427770 -12.911870 -0.14 0.13 -0.02
H 25.152280 1.628290 -13.248520 0.18 -0.03 -0.43
H 24.945430 3.358790 -13.624210 0.37 0.26 0.52
C 22.187200 4.732580 -11.214920 0.19 0.40 0.16
O 22.433080 5.166840 -12.528900 1.24 0.18 0.39
C 23.100400 6.422260 -12.573150 -0.84 0.20 -0.51
C 23.543770 6.660190 -14.008080 -0.43 0.44 -1.15
N 22.554760 6.563510 -15.097740 0.09 -0.74 0.03
C 21.402120 7.421530 -14.922810 -0.34 -0.98 0.04
C 20.266590 6.997010 -15.879020 0.26 -0.07 -0.90
O 19.700690 5.704440 -15.586290 0.08 0.82 1.62
C 18.790630 5.168670 -16.507320 0.52 0.51 -1.18
H 21.639850 3.790720 -11.252550 -0.03 0.08 0.08
H 21.617630 5.512290 -10.709220 -0.36 -0.12 0.35
H 23.117690 4.604780 -10.661800 0.16 -0.22 0.02
H 23.960330 6.562810 -11.918260 0.25 -0.72 0.21
H 22.364020 7.133470 -12.198950 -0.07 0.57 -0.22
H 24.406280 6.033370 -14.234520 -0.18 -0.26 -0.05
H 23.900470 7.678140 -14.165080 0.30 0.25 0.71
H 22.200990 5.637610 -15.291800 0.49 -0.45 0.37
H 21.772180 8.430310 -15.105920 -0.67 0.34 -0.12
H 21.032380 7.344910 -13.900300 -0.29 0.34 0.12
H 20.665980 6.891900 -16.887750 0.34 0.30 -0.23
H 19.482160 7.751230 -15.941680 -0.17 0.08 0.32
H 18.044440 4.528030 -16.037330 0.26 -0.03 0.21
H 19.371740 4.640600 -17.263320 -0.13 -0.59 -0.07
H 18.276320 5.932190 -17.090960 -0.29 0.35 0.27
C 7.243630 -2.512550 -10.034100 -0.76 -0.46 -0.62
O 8.486480 -3.138120 -9.837630 0.78 0.87 0.79
C 9.111900 -2.820270 -8.627360 1.03 -1.68 -1.42
C 9.487540 -1.309460 -8.420060 1.17 0.35 2.61
N 10.660500 -0.739630 -9.081560 -3.35 -2.57 -2.45
C 10.435210 -0.659260 -10.540570 0.75 1.96 1.31
C 11.585390 0.115460 -11.157960 0.38 -1.21 -1.40
O 12.779060 -0.618710 -11.232150 0.50 -0.61 1.47
C 13.913140 0.226550 -11.449090 0.35 -0.77 -0.17
H 6.573300 -2.598490 -9.178900 0.07 -0.16 0.19
H 6.830950 -3.068460 -10.875980 -0.31 0.36 0.04
H 7.326370 -1.456120 -10.289440 0.18 0.12 -0.13
H 9.992070 -3.463200 -8.634290 0.41 0.33 0.02
H 8.556930 -3.220720 -7.778980 -0.50 0.84 0.29
H 9.790810 -1.300350 -7.373140 -0.30 -0.08 0.32
H 8.537490 -0.775820 -8.447190 0.46 0.68 -0.76
H 11.555710 -1.173950 -8.908190 0.63 0.17 0.76
H 9.546710 -0.043000 -10.677990 -0.23 -0.08 -0.05
H 10.183060 -1.660860 -10.888870 0.34 -0.43 -0.24
H 11.745790 1.022450 -10.575080 -0.28 0.39 -0.37
H 11.331430 0.208650 -12.213860 -0.54 1.23 -0.01
H 14.073690 0.924720 -10.627580 -0.53 0.59 -0.21
H 13.821420 0.627160 -12.458650 0.15 0.66 0.20
H 14.835020 -0.353880 -11.412620 -0.32 -0.56 -0.16
C 13.237190 7.545260 -14.123180 0.77 0.27 0.16
O 14.663990 7.342200 -14.101520 -0.65 0.04 0.30
C 14.989880 6.218320 -13.279730 -0.05 0.21 -1.08
C 16.475590 5.966030 -13.200430 1.02 2.40 1.48
N 17.183540 7.058260 -12.344380 -0.47 -1.97 0.06
C 18.597300 6.672630 -12.157500 -0.55 0.85 -0.10
C 19.425400 7.696510 -11.379990 0.04 0.46 -1.01
O 19.712820 8.768340 -12.301420 -0.81 0.80 -0.20
C 20.529280 9.854790 -11.830620 0.22 -1.62 0.59
H 12.750880 6.672810 -14.559570 -0.21 -0.05 0.09
H 12.957710 8.442060 -14.676120 0.55 -0.15 -0.46
H 12.863980 7.777500 -13.125740 -0.04 -0.49 0.34
H 14.554730 5.322540 -13.722820 -0.29 -0.28 -0.23
H 14.528810 6.324630 -12.297780 0.26 0.16 0.30
H 17.031180 5.892970 -14.135360 -0.51 -0.01 -0.51
H 16.574320 4.992310 -12.720610 0.28 0.12 0.42
H 17.123270 7.983320 -12.745290 -0.15 -0.11 -0.49
H 19.068790 6.591220 -13.136870 0.34 -0.59 -0.06
H 18.567870 5.727060 -11.616080 0.37 -0.15 -0.09
H 20.393110 7.276560 -11.105610 0.00 -0.28 0.35
H 18.869790 8.011650 -10.496770 0.07 0.33 0.14
H 21.391770 9.339990 -11.407320 0.49 0.44 0.34
H 20.066500 10.459420 -11.050650 -0.28 -0.03 -0.01
H 20.895280 10.502350 -12.627380 -0.48 -0.31 -0.29
C 16.282400 -0.578350 -8.314740 -1.33 0.99 -0.10
O 16.426400 -1.381730 -9.447400 0.49 0.20 0.68
C 17.743770 -1.290020 -9.897800 0.81 0.12 -2.76
C 17.722210 -1.643570 -11.412230 1.11 -0.55 2.55
N 17.287730 -3.011600 -11.560110 0.39 0.76 -0.94
C 17.524940 -3.279350 -12.975220 -1.82 -2.18 0.90
C 17.003310 -4.703190 -13.282430 0.33 0.78 -1.11
O 15.643760 -4.933220 -12.915480 0.41 0.25 0.44
C 15.196000 -6.141570 -13.485860 -0.50 -0.23 -0.25
H 15.303220 -0.800730 -7.890630 0.28 -0.40 0.59
H 16.159390 0.459820 -8.623230 0.25 0.48 -0.21
H 17.117160 -0.563400 -7.613990 -0.07 -0.64 0.17
H 18.463700 -1.891650 -9.342960 -0.32 -0.66 0.08
H 18.220930 -0.310030 -9.891470 -0.64 0.84 0.49
H 18.771180 -1.650740 -11.708400 0.08 0.46 -0.28
H 17.160390 -0.935930 -12.021900 -0.03 0.27 0.01
H 16.292700 -3.023770 -11.387280 -0.24 -0.39 0.02
H 18.586190 -3.169120 -13.198150 -0.02 -0.31 -0.04
H 16.957070 -2.621980 -13.633620 0.02 0.46 -0.08
H 17.609800 -5.518490 -12.888030 0.26 0.14 0.09
H 17.046580 -4.665900 -14.370940 0.13 -0.84 -0.44
H 14.348800 -6.565390 -12.946670 -0.03 0.40 0.34
H 15.945980 -6.932350 -13.503190 0.34 0.12 0.04
H 14.846240 -5.973210 -14.504400 0.13 0.01 -0.28
C 17.847020 0.995260 -17.044170 1.30 1.65 -2.63
C 17.523050 -0.173990 -16.298420 -1.48 -2.55 1.90
C 18.731000 -1.044140 -15.964100 0.90 0.12 -0.13
O 19.431760 -1.518770 -17.101460 0.56 -0.49 -0.85
C 18.965910 -2.764830 -17.671510 -0.91 0.86 1.92
N 16.855390 0.181120 -15.048230 -0.46 -1.00 0.41
H 17.013540 1.468710 -17.563060 -0.37 0.35 0.75
H 18.440700 0.714940 -17.914260 0.66 0.05 0.07
H 18.419810 1.652610 -16.390030 -0.07 0.46 -0.39
H 16.805650 -0.798780 -16.830460 -0.08 -0.15 -0.22
H 18.563100 -1.841360 -15.239990 -0.71 -0.25 -0.20
H 19.439810 -0.411850 -15.429420 0.28 0.30 -0.06
H 17.908060 -2.617510 -17.889110 -0.03 -0.24 -0.85
H 18.940780 -3.499660 -16.866840 0.30 -0.38 0.10
H 19.574030 -3.159390 -18.485520 -0.03 0.68 0.02
H 17.320690 0.908970 -14.524940 -0.02 0.23 0.02
H 15.878840 0.370630 -15.222960 0.12 0.35 0.20
C 21.079630 1.376540 -13.136430 0.25 -0.18 -1.29
C 20.256730 2.434990 -13.942500 0.77 1.06 1.04
C 19.129960 2.962130 -13.071480 -0.57 -0.25 0.22
O 18.245350 1.895540 -12.819360 -0.81 -1.35 0.59
C 17.163280 2.088250 -11.899360 1.10 0.29 -0.81
N 21.131530 3.591080 -14.271600 -0.28 -1.32 -0.41
H 21.317710 1.683070 -12.117870 -0.23 0.26 0.04
H 22.022270 1.215480 -13.659500 0.19 0.36 -0.07
H 20.706870 0.352930 -13.099560 -0.79 0.20 0.10
H 19.815230 2.082540 -14.874680 0.30 -0.46 0.03
H 18.551730 3.773910 -13.512800 0.22 0.32 -0.41
H 19.579080 3.344770 -12.154980 -0.02 0.05 0.42
H 16.759920 1.122570 -11.594610 0.24 -0.09 -0.12
H 16.374770 2.638860 -12.412380 -0.22 0.33 0.24
H 17.550200 2.607330 -11.022460 -0.30 0.21 0.17
H 21.527820 4.047320 -13.462340 0.00 -0.31 -0.03
H 20.595450 4.308560 -14.738440 -0.15 -0.01 -0.10